# 1
The following is a DFT calculation (wB97M-V/def2-TZVPD) of a structure of composition C27H36BBeCl2FIN9NaO9.

```
88
Properties=species:S:1:pos:R:3:forces:R:3:mulliken_charge:R:1
C -1.7452 -0.2194 2.6786 -0.195 -0.182 -0.005 -0.896
C -1.2233 -1.6258 3.0021 -0.516 -0.271 0.271 -0.562
C -1.0026 -2.4555 1.7403 0.047 0.553 0.189 -1.732
I -0.3249 -4.4444 2.2235 -0.091 -0.085 -0.018 0.048
C -0.1165 -1.7921 0.7246 0.260 -0.153 -0.286 0.336
C 1.1913 -1.4430 0.9770 -0.640 -0.121 0.351 0.477
B 2.0189 -1.6332 2.3221 -0.340 -0.522 0.332 0.858
N 2.7901 -2.8300 2.6009 0.137 0.450 -0.927 -0.444
O 2.0398 -0.5835 3.2102 0.578 0.443 -0.825 -0.653
C 1.9341 -0.7969 -0.0408 -0.360 0.171 -0.308 -0.596
C 1.4338 -0.4820 -1.2835 0.096 0.239 0.311 0.307
C 2.3448 0.2238 -2.2533 -0.391 -0.164 0.139 -1.021
C 1.8392 1.5143 -2.8557 -0.361 0.013 -0.098 0.801
C 2.3297 1.8126 -4.2251 0.413 0.507 0.386 -1.173
N 1.0938 2.3591 -2.2600 -0.084 -0.191 0.193 -0.902
C 0.0723 -0.8301 -1.5616 0.881 0.101 -0.147 0.710
N -0.4510 -0.5528 -2.7908 -0.499 -0.241 0.806 -0.263
C -1.7056 -0.9043 -2.9246 -0.425 -0.165 -0.720 -0.397
C -2.4837 -1.5534 -1.9261 0.740 -0.872 -0.521 -1.181
N -1.9860 -1.8535 -0.7553 0.326 0.453 -0.359 -0.478
C -0.6818 -1.4813 -0.5572 -0.365 -0.578 0.741 0.334
H -2.8272 -0.2092 2.7926 -0.103 0.090 0.004 0.404
H -1.3336 0.5279 3.3503 0.116 0.111 -0.022 0.241
H -1.5460 0.0804 1.6521 0.246 0.134 -0.005 -0.067
H -0.3732 -1.6204 3.6798 0.271 0.111 -0.202 0.342
H -2.0275 -2.1235 3.5427 0.133 -0.160 0.258 0.689
H -1.9781 -2.6364 1.3171 -0.028 -0.124 -0.224 0.610
H 2.5158 -3.5876 1.9861 0.083 -0.044 -0.025 0.177
H 3.7858 -2.6924 2.4401 0.134 -0.174 0.595 0.279
H 2.9223 -0.5058 3.5914 -0.223 -0.122 0.604 0.270
H 2.9563 -0.5084 0.1728 0.093 0.000 -0.043 0.465
H 3.2543 0.4755 -1.7116 0.141 -0.071 -0.143 0.489
H 2.6596 -0.4452 -3.0518 -0.026 -0.073 0.002 0.303
H 3.3782 2.1053 -4.1277 0.158 -0.257 -0.163 0.358
H 1.8027 2.6769 -4.6003 -0.219 0.079 -0.258 0.455
H 2.2771 0.9541 -4.8806 -0.054 -0.111 -0.197 0.078
H 0.8845 2.0230 -1.3165 -0.046 0.083 -0.027 0.099
H -2.1913 -0.7065 -3.8758 0.123 0.053 -0.149 0.389
H -3.5230 -1.8316 -2.1348 0.253 -0.017 0.017 0.759
Na -3.3848 0.4075 -1.3542 -1.690 1.733 0.754 0.827
C 4.0983 -6.8459 3.3616 -0.055 0.014 -0.010 -0.778
C 4.9626 -5.6869 3.1800 -0.369 -0.531 0.095 0.381
N 5.6393 -4.7782 3.0391 0.401 0.582 -0.098 -0.412
H 3.2061 -6.5529 3.9123 -0.011 0.003 -0.005 0.245
H 3.8039 -7.2413 2.3914 -0.009 -0.005 -0.002 0.255
H 4.6231 -7.6206 3.9168 0.012 0.005 0.003 0.325
O -6.1276 1.6788 -0.8231 1.081 -0.434 -0.197 -0.962
H -6.8876 1.1286 -0.6072 0.095 -0.097 -0.021 0.124
C 0.1498 2.1501 -6.9820 0.398 -0.062 0.304 0.796
O 0.2954 0.9520 -7.1532 -0.172 0.136 -0.084 -0.610
N -0.4875 2.6300 -5.8643 -0.295 0.029 -0.198 -0.353
N 0.5921 3.0904 -7.8630 -0.108 -0.009 -0.122 -0.441
H -0.6365 3.6008 -5.6576 0.112 0.007 0.023 0.145
H -0.7673 1.9440 -5.1856 0.343 0.080 0.234 0.117
H 1.0646 2.7594 -8.6836 0.031 -0.023 0.020 0.234
H 0.4787 4.0762 -7.7262 0.024 -0.002 0.062 0.150
C -4.3893 1.0731 5.9108 0.174 0.179 0.027 -0.792
C -4.1887 -0.3175 5.5346 -0.098 0.607 0.108 0.455
N -4.0401 -1.4086 5.2306 0.066 -0.708 -0.124 -0.460
H -4.6192 1.6683 5.0282 -0.005 -0.027 -0.019 0.290
H -5.2172 1.1346 6.6109 0.141 0.079 -0.010 0.247
H -3.4896 1.4672 6.3806 0.028 -0.017 -0.038 0.293
Be -2.6363 1.4247 -6.6652 -0.327 -0.186 -0.139 -0.020
C -7.7071 -1.4891 7.3061 0.060 -0.105 -0.064 -0.189
Cl -7.4510 0.1478 6.6878 -0.346 -0.101 0.019 -0.153
Cl -7.9681 -1.5043 9.0546 -0.005 -0.026 -0.002 -0.160
H -8.5810 -1.9050 6.8206 -0.050 0.058 0.026 0.295
H -6.8275 -2.0799 7.0791 0.051 0.052 0.029 0.204
F -1.8742 2.7643 1.4360 -0.066 0.004 -0.038 -0.272
C -0.7084 3.3660 1.7521 0.187 -0.012 -0.010 0.008
C 0.4718 2.7748 1.3493 -0.014 -0.134 -0.058 0.821
C 1.6709 3.3922 1.6687 -0.024 0.056 0.056 -0.528
C 1.6736 4.5782 2.3900 0.021 0.016 0.024 -0.640
C 0.4733 5.1505 2.7897 0.059 -0.084 -0.049 -0.319
C -0.7330 4.5452 2.4671 -0.133 0.082 0.073 -0.652
H 0.4477 1.8436 0.7965 -0.011 -0.022 0.058 -0.026
H 2.6042 2.9455 1.3532 -0.006 -0.019 -0.024 0.431
H 2.6113 5.0560 2.6400 0.004 0.008 -0.005 0.389
H 0.4744 6.0729 3.3548 -0.016 0.018 -0.009 0.363
H -1.6804 4.9775 2.7599 -0.013 -0.024 -0.017 0.467
C 2.7594 -1.2774 -7.0329 -0.093 -0.085 -0.071 0.897
O 1.8737 -1.7852 -7.7091 0.069 -0.023 -0.036 -0.470
O 2.8194 -1.3327 -5.7779 0.095 0.060 0.064 -0.295
O 3.7515 -0.6497 -7.4813 -0.013 -0.002 0.167 -0.320
N 5.3766 0.1950 -4.3634 0.119 -0.125 -0.071 0.967
O 4.9306 0.2435 -3.1985 0.183 0.036 -0.063 -0.569
O 5.6652 -0.9122 -4.8610 -0.117 0.062 -0.109 -0.607
O 5.5257 1.2303 -5.0257 0.024 0.067 0.020 -0.616
```
Forces are in eV/Å.

Output
LUMO energy   -1.784 eV
HOMO energy   -4.71 eV
Charge   -1

***

# 2
The following is a DFT calculation (wB97M-V/def2-TZVPD) of a cluster of 2 separate species, C4H9NO2 in total.

```
16
Properties=species:S:1:pos:R:3:forces:R:3:mulliken_charge:R:1
C 1.0971 -1.0388 -1.1435 0.088 0.002 -0.123 -1.585
C 0.6632 0.0102 -0.1299 0.043 -0.002 -0.268 0.589
C -0.2809 1.0234 -0.7941 0.169 -0.277 -0.322 -0.724
O -0.6337 2.1009 0.0408 -0.093 -0.113 0.239 -0.507
N -0.0048 -0.6720 0.9865 0.286 0.097 -0.224 -0.531
C -2.1400 -0.4175 2.0929 -0.400 1.338 0.360 0.156
O -2.0952 0.7206 2.1968 -0.420 -1.220 0.105 -0.250
H 1.7754 -1.7598 -0.6752 -0.069 0.093 -0.110 0.388
H 1.6086 -0.5858 -1.9954 -0.047 -0.065 0.025 0.394
H 0.2188 -1.5838 -1.5174 0.170 0.095 0.052 0.405
H 1.5380 0.5810 0.2276 -0.223 -0.247 -0.041 0.170
H 0.2186 1.4642 -1.6647 -0.016 -0.064 0.122 0.342
H -1.1704 0.4876 -1.1701 0.118 0.077 0.147 0.298
H -1.1739 1.7454 0.7584 0.103 0.176 -0.106 0.349
H 0.0091 -1.6843 0.9088 0.176 0.256 0.041 0.223
H 0.3703 -0.3913 1.8785 0.113 -0.146 0.102 0.284
```
Forces are in eV/Å.

Output
LUMO energy   1.015 eV
HOMO energy   -9.30 eV
Energy relative to the best compared isomer or geometry (same formula, charge and spin)   41.64 kcal/mol

***

# 3
The following is a DFT calculation (wB97M-V/def2-TZVPD) of a structure of composition C21H15AsBr3IrN3O6S.

```
51
Properties=species:S:1:pos:R:3:forces:R:3:mulliken_charge:R:1
Ir 0.1257 -0.9995 -0.6476 -1.636 1.542 0.682 1.060
O -3.3025 0.1566 -0.1668 0.311 0.285 -0.238 -0.526
As -2.5512 -0.6090 1.2288 -1.119 0.121 0.968 1.248
O -3.6949 -1.5511 1.8757 -0.068 -0.139 0.220 -0.799
O -1.2179 -1.5351 0.7125 0.598 -0.425 -0.564 -0.722
C -1.9925 0.7091 2.5606 -0.093 -0.349 -0.548 0.228
C -2.6769 0.6007 3.7703 0.109 0.033 -0.185 -0.705
C -2.3664 1.4742 4.7994 -0.049 -0.054 0.122 -0.579
C -1.3748 2.4337 4.6411 0.047 0.046 -0.027 -0.586
C -0.6901 2.5434 3.4403 -0.115 -0.116 0.109 -1.032
C -1.0159 1.6768 2.4079 0.351 0.048 -0.821 0.542
S -0.1098 1.9554 0.8707 0.525 1.164 2.136 1.276
O -0.4066 3.2982 0.4810 -0.047 -0.261 -0.381 -0.656
O 1.2660 1.6297 1.1590 0.033 0.028 -0.294 -0.536
O -0.7069 0.9809 -0.1130 0.417 -2.578 -1.836 -0.521
H -4.2527 -0.0049 -0.0700 0.050 -0.126 0.088 0.282
H -3.4389 -0.1625 3.8658 -0.002 0.022 0.052 0.552
H -2.9048 1.3997 5.7349 0.022 0.027 0.012 0.405
H -1.1392 3.1085 5.4531 -0.006 -0.006 0.008 0.416
H 0.0803 3.2883 3.2949 -0.021 0.048 0.022 0.479
Br 5.4417 1.1370 -4.0399 -0.193 -0.109 0.181 -0.090
C 3.9314 0.4734 -3.1403 -0.131 0.055 -0.714 -0.100
C 2.7529 0.2356 -3.8501 0.616 0.167 0.266 -0.799
C 1.6711 -0.2298 -3.1501 -0.435 -0.252 -0.028 -0.024
N 1.6830 -0.4769 -1.8319 1.190 0.487 0.058 -0.196
C 2.8401 -0.2514 -1.1347 -0.199 0.285 -1.493 0.765
C 3.9751 0.2162 -1.7896 -0.130 -0.136 0.706 -0.716
C 2.7741 -0.5139 0.2877 -0.055 -0.344 1.451 0.635
C 3.8006 -0.2607 1.1886 -0.101 0.083 -0.809 -0.508
C 3.6047 -0.5241 2.5263 -0.183 -0.182 0.665 -0.229
Br 4.9576 -0.1476 3.7734 -0.109 -0.028 -0.180 -0.102
C 2.3996 -1.0674 2.9632 0.536 0.200 -0.224 -0.707
C 1.4215 -1.2813 2.0216 -0.326 -0.275 0.144 -0.151
N 1.5922 -1.0137 0.7265 0.736 0.305 0.311 0.205
H 2.6943 0.4166 -4.9122 -0.056 -0.005 -0.011 0.454
H 0.7455 -0.4324 -3.6704 -0.064 0.025 0.091 0.411
H 4.8827 0.3882 -1.2313 0.021 0.021 -0.041 0.468
H 4.7272 0.1749 0.8468 0.034 -0.035 0.061 0.484
H 2.2320 -1.3011 4.0030 -0.055 0.010 0.007 0.496
H 0.4556 -1.6810 2.3027 -0.043 0.066 -0.106 0.555
Br -4.4326 -1.5618 -5.5264 0.079 0.005 0.118 -0.082
C -3.1499 -1.3937 -4.1696 0.039 0.065 0.030 0.070
C -2.4266 -2.5048 -3.7489 -0.067 0.000 -0.049 -0.558
C -1.4873 -2.3377 -2.7575 0.054 -0.022 -0.013 -0.370
N -1.2317 -1.1448 -2.2003 -0.377 0.410 0.145 0.127
C -1.9304 -0.0753 -2.6084 -0.039 0.082 -0.022 -0.235
C -2.9012 -0.1601 -3.5846 -0.003 -0.138 -0.181 -0.615
H -2.5952 -3.4794 -4.1820 0.006 -0.011 0.020 0.458
H -0.9053 -3.1810 -2.4041 -0.033 -0.008 0.061 0.446
H -1.7036 0.8639 -2.1230 -0.038 -0.052 0.016 0.583
H -3.4493 0.7210 -3.8832 0.019 0.021 0.017 0.499
```
Forces are in eV/Å.

Output
LUMO energy (alpha / beta)   -5.638 / -5.776 eV
HOMO energy (alpha / beta)   -11.93 / -11.92 eV
Charge   +1
Energy relative to the best compared isomer or geometry (same formula, charge and spin)   46.25 kcal/mol